# C15H16BrNO9P2RuSe

A structure of composition C15H16BrNO9P2RuSe in a non-equilibrium geometry (ωB97M-V/def2-TZVPD, the Open Molecules 2025 dataset).

Structure (XYZ):
```
46
Properties=species:S:1:pos:R:3:nbo_charge:R:1
Ru 1.93431 -0.94614 0.06809 1.269
O 5.64019 -2.50834 0.45553 -0.983
P 4.74277 -1.26897 0.05537 2.521
O 5.49168 -0.11707 -0.41722 -1.063
O 3.57234 -1.78828 -0.81972 -1.017
O 3.97028 -0.87455 1.49119 -1.083
P 3.03061 -1.84569 2.40651 2.505
O 3.99715 -3.07518 2.75745 -1.011
O 2.51640 -1.14418 3.57560 -1.073
O 2.00611 -2.43092 1.39146 -0.982
H 5.17502 -3.20815 0.93842 0.523
H 4.14823 -3.09433 3.71490 0.528
C -6.33061 -1.11557 -0.74296 -0.636
C -4.83215 -1.20482 -0.75038 0.052
C -4.18664 -2.35910 -1.19062 -0.225
C -2.80771 -2.46428 -1.20348 -0.023
C -2.14547 -3.72193 -1.69721 -0.641
C -2.05930 -1.36069 -0.74798 -0.119
Se -0.14721 -1.52134 -0.82346 0.334
C -2.67397 -0.18305 -0.30273 -0.005
C -1.90446 1.01759 0.17342 -0.641
C -4.05990 -0.13473 -0.31732 -0.226
H -6.77971 -2.03712 -1.10763 0.220
H -6.66742 -0.29017 -1.37186 0.230
H -6.69498 -0.92631 0.26780 0.230
H -4.77924 -3.19805 -1.53513 0.215
H -2.88433 -4.46215 -1.99510 0.226
H -1.51046 -4.15316 -0.92260 0.233
H -1.50691 -3.49848 -2.55352 0.233
H -0.83053 0.84897 0.14851 0.223
H -2.18135 1.26742 1.19803 0.238
H -2.13145 1.88202 -0.45214 0.231
H -4.55054 0.77179 0.02037 0.216
Br 2.79585 6.08834 -2.42847 0.083
C 2.30117 5.08764 -0.90452 -0.141
C 1.96485 5.74249 0.27447 0.040
N 1.61403 5.08996 1.37519 -0.399
C 1.57894 3.76634 1.34843 0.086
C 1.88844 3.03474 0.20422 -0.216
C 2.26232 3.70881 -0.95099 -0.136
C 1.78979 1.55819 0.22160 0.774
O 1.35291 0.95097 1.23007 -0.640
O 2.10914 0.89241 -0.82314 -0.637
H 1.97859 6.82453 0.33027 0.210
H 1.29791 3.24830 2.25718 0.223
H 2.50532 3.15228 -1.84593 0.254
```

Values from the calculation:
frontier orbital gap (spin up / spin down)	7.888 / 6.601	eV
HOMO energy (spin up / spin down)	-9.38 / -9.73	eV
LUMO (spin up / spin down)	-1.49 / -3.13	eV
expectation value of S²	6.03
energy above the lowest of the compared OMol25 structures with the same formula, charge and spin	14.1	kcal/mol
2S+1	5

***

# C41H54B2N14S5Se2Tl

A structure of composition C41H54B2N14S5Se2Tl in a non-equilibrium geometry (ωB97M-V/def2-TZVPD, the Open Molecules 2025 dataset).

Structure (XYZ):
```
119
Properties=species:S:1:pos:R:3:lowdin_charge:R:1
Tl -1.17684 -0.34687 -2.57345 0.477
C 2.15819 -2.97689 -2.54319 -0.071
C 1.79536 -2.56576 -1.16000 -0.267
C 1.61805 -3.47433 -0.15199 0.028
C 1.22077 -3.00449 1.12201 -0.243
N 0.95296 -1.75167 1.34923 0.187
N 1.09981 -0.83622 0.37611 0.049
B 0.62760 0.52216 0.60072 -0.581
N 1.55713 1.59028 0.13376 -0.001
N 2.71473 1.21192 0.68100 0.170
C 3.80419 1.90515 0.53890 -0.215
C 3.80399 3.08937 -0.21811 0.070
C 2.60722 3.52940 -0.74738 -0.240
C 2.54340 4.75607 -1.59259 -0.061
C 1.43354 2.77798 -0.50606 -0.556
S -0.08489 3.37584 -1.02161 0.728
C 5.01605 1.36577 1.26942 -0.541
C 5.38101 2.35686 2.38376 -0.036
C 4.67973 0.00247 1.88249 -0.048
C 6.18490 1.20951 0.29052 -0.040
N -0.27808 0.94541 1.64282 0.038
N -0.07511 0.57954 2.93120 0.165
C -0.51606 1.35194 3.88972 -0.243
C -1.30945 2.48444 3.65579 0.015
C -1.73794 2.71684 2.34598 -0.274
C -2.72817 3.78552 2.04319 -0.069
C -1.20690 1.92890 1.34750 -0.475
S -1.79444 1.98231 -0.31640 0.677
C -0.01492 0.96655 5.27246 -0.540
C -0.48398 1.92274 6.37091 -0.068
C 1.51790 0.99712 5.18983 -0.048
C -0.48885 -0.45195 5.58774 -0.039
C 1.58354 -1.19261 -0.87496 -0.643
S 1.89977 -0.04586 -2.06880 0.694
C 1.13371 -3.98566 2.27009 -0.540
C 0.13223 -5.09699 1.94283 -0.040
C 2.53736 -4.57755 2.46287 -0.037
C 0.67918 -3.26635 3.53632 -0.064
H 2.19483 -4.06049 -2.61836 0.084
H 3.11239 -2.54154 -2.83700 0.073
H 1.41075 -2.59473 -3.24113 0.074
H 1.75174 -4.52682 -0.33511 0.105
H 4.70857 3.65399 -0.38415 0.122
H 3.41913 5.38139 -1.43053 0.082
H 1.63270 5.31256 -1.38273 0.053
H 2.51264 4.45339 -2.63969 0.087
H 4.56424 2.43022 3.09949 0.085
H 5.57413 3.34763 1.97610 0.077
H 6.27207 2.01968 2.91048 0.085
H 3.84233 0.09410 2.56914 0.073
H 5.54025 -0.39544 2.41838 0.086
H 4.39657 -0.69654 1.09941 0.085
H 6.53014 2.17463 -0.07275 0.075
H 5.87720 0.60725 -0.56101 0.092
H 7.02019 0.71158 0.78005 0.084
H -1.62573 3.13550 4.45332 0.093
H -2.59499 4.62810 2.71963 0.086
H -3.73630 3.38283 2.17019 0.027
H -2.62838 4.11453 1.01322 0.057
H -0.12691 2.93504 6.19154 0.080
H -0.09143 1.58830 7.33052 0.081
H -1.56947 1.94062 6.44037 0.081
H 1.85652 1.99066 4.89794 0.084
H 1.84534 0.28617 4.43686 0.064
H 1.96503 0.74291 6.14928 0.080
H -1.56888 -0.47215 5.71248 0.088
H -0.02830 -0.81884 6.50205 0.084
H -0.21632 -1.10218 4.76565 0.042
H 0.36125 -5.59423 1.00580 0.051
H -0.86715 -4.68055 1.85576 0.067
H 0.13057 -5.83371 2.74338 0.085
H 2.84319 -5.13611 1.58161 0.078
H 2.55141 -5.24881 3.31824 0.082
H 3.25775 -3.77994 2.63396 0.085
H -0.31245 -2.85156 3.37645 0.077
H 1.35814 -2.45155 3.76769 0.073
H 0.64253 -3.95776 4.37545 0.086
C 0.64750 2.92345 -4.57357 -0.067
N -0.55264 2.64913 -5.30616 -0.125
C -1.47295 3.56950 -5.73299 -0.074
C -2.44866 2.87972 -6.37067 -0.108
N -2.14405 1.55240 -6.33661 -0.046
B -2.99559 0.40946 -6.90967 -0.475
N -3.69282 -0.36468 -5.73729 0.015
C -4.24065 -1.59455 -5.95405 -0.068
C -4.83170 -2.02543 -4.81408 -0.090
N -4.65082 -1.04155 -3.88054 -0.136
C -5.11521 -1.08047 -2.52519 -0.068
C -3.92901 -0.04132 -4.46002 -0.734
S -3.49596 1.35737 -3.59075 0.573
C -0.98634 1.41850 -5.67708 -0.806
S -0.10602 -0.00090 -5.41122 0.540
H 0.98325 3.93637 -4.80060 0.088
H 1.40884 2.19395 -4.85451 0.064
H 0.47099 2.83976 -3.49798 0.023
H -1.34787 4.61929 -5.55438 0.108
H -3.34660 3.22676 -6.83860 0.112
H -2.28719 -0.35411 -7.48773 0.061
H -3.85169 0.88455 -7.59779 0.068
H -4.16351 -2.05797 -6.91501 0.118
H -5.33357 -2.94112 -4.57832 0.114
H -6.20112 -1.19339 -2.49010 0.099
H -4.84123 -0.13966 -2.04522 0.018
H -4.65486 -1.91385 -1.98906 0.052
Se -2.23252 -3.38319 -2.80791 0.549
C -1.19678 -4.49922 -1.89368 -0.932
N -0.53018 -5.23145 -1.29799 0.043
Se -4.98138 1.36472 0.76480 1.142
N -5.36928 -0.32052 1.15812 -0.254
C -4.30671 -1.08487 0.89438 -0.390
C -4.24553 -2.47801 1.03002 -0.001
C -3.05748 -3.10189 0.71718 -0.052
C -1.97203 -2.35901 0.26013 -0.183
N -1.99498 -1.03829 0.08903 0.060
C -3.13081 -0.42347 0.40431 -0.431
N -3.27551 0.90913 0.29285 -0.468
H -5.11973 -3.01803 1.35567 0.114
H -2.96530 -4.17360 0.78950 0.108
H -1.03432 -2.84261 0.03816 0.072
```

Values from the calculation:
frontier orbital gap (spin up / spin down)	3.456 / 3.842	eV
HOMO energy (spin up / spin down)	-3.08 / -3.40	eV
LUMO (spin up / spin down)	0.38 / 0.44	eV
energy above the lowest of the compared OMol25 structures with the same formula, charge and spin	95.1	kcal/mol
charge	-1

***

# C4H8O2

An isolated molecule of C4H8O2 in a non-equilibrium geometry (ωB97M-V/def2-TZVPD, the Open Molecules 2025 dataset).

Structure (XYZ):
```
14
Properties=species:S:1:pos:R:3:nbo_charge:R:1
C 1.26781 -0.93848 -0.23952 -0.644
C 0.71244 0.29437 0.42156 -0.024
O 1.64084 1.35730 0.05161 -0.728
C -0.67427 0.64139 -0.11311 0.587
O -0.79820 1.60935 -0.83569 -0.552
C -1.84816 -0.22754 0.24426 -0.724
H 0.56929 -1.74175 -0.51324 0.209
H 2.13782 -1.44030 0.22396 0.229
H 1.60803 -0.32145 -1.15869 0.244
H 0.68620 0.17840 1.50816 0.195
H 1.12031 1.95024 -0.53106 0.490
H -1.92257 -1.04519 -0.48168 0.246
H -2.77151 0.35474 0.18731 0.246
H -1.72803 -0.67106 1.23613 0.227
```

Values from the calculation:
frontier orbital gap	11.195	eV
HOMO energy	-10.33	eV
LUMO	0.86	eV
energy above the lowest of the compared OMol25 structures with the same formula, charge and spin	27.2	kcal/mol